Formula: C42H85NO13S
Source: the Open Molecules 2025 dataset
Level of theory: ωB97M-V/def2-TZVPD

ORCA input file:
```
! wB97M-V def2-TZVPD RIJCOSX def2/J DEFGRID3
* xyz 0 1
C 5.56 0.73 4.16
C 4.80 0.06 3.30
C 4.93 -1.42 3.12
O 5.01 -2.14 4.11
O 4.98 -1.88 1.85
C 4.01 -2.89 1.54
C 2.78 -2.25 0.86
C 2.55 -2.69 -0.61
C 2.05 -1.53 -1.52
C 0.48 -1.41 -1.47
C 0.08 -0.74 -0.12
C -0.97 0.42 -0.23
C -2.17 0.04 -1.14
C -3.13 -1.13 -0.83
C -2.54 -2.55 -0.76
O -4.08 -0.88 0.21
C -5.34 -1.50 0.00
C -5.74 -2.23 1.28
C -7.02 -2.16 1.79
C -7.33 -2.81 2.95
C -6.41 -3.56 3.63
C -5.13 -3.63 3.13
C -4.80 -2.96 1.98
C -0.11 1.54 -0.96
C -0.68 2.14 -2.24
O 0.18 2.72 -0.15
S 1.01 2.39 1.15
O 2.26 1.74 0.83
O 1.25 3.60 1.88
C -0.06 1.25 2.05
C -0.32 1.82 3.46
C -1.36 0.86 1.24
C -1.89 -0.38 2.11
N -3.07 -0.15 2.91
C -2.35 2.02 1.31
O -3.62 1.76 0.73
C -4.51 2.80 1.02
C -5.66 2.86 0.01
C -6.57 4.05 0.35
H 6.16 0.24 4.93
H 5.63 1.81 4.13
H 4.05 0.63 2.75
H 3.67 -3.40 2.45
H 4.48 -3.65 0.91
H 2.89 -1.16 0.87
H 1.89 -2.49 1.45
H 1.77 -3.47 -0.59
H 3.43 -3.18 -1.04
H 2.38 -1.76 -2.54
H 2.49 -0.59 -1.18
H 0.13 -2.45 -1.51
H 0.21 -0.84 -2.37
H 1.01 -0.36 0.29
H -0.24 -1.55 0.54
H -2.83 0.90 -1.31
H -1.81 -0.22 -2.14
H -3.75 -1.18 -1.74
H -1.95 -2.77 0.13
H -2.04 -2.75 -1.71
H -3.39 -3.25 -0.73
H -5.33 -2.25 -0.79
H -6.09 -0.72 -0.22
H -7.79 -1.59 1.27
H -8.33 -2.75 3.37
H -6.64 -4.09 4.55
H -4.35 -4.21 3.62
H -3.77 -3.02 1.65
H 0.88 1.15 -1.24
H 0.00 2.93 -2.59
H -0.70 1.40 -3.05
H -1.69 2.55 -2.15
H 0.55 0.36 2.21
H -0.99 1.21 4.06
H 0.64 1.89 3.97
H -0.66 2.86 3.36
H -1.12 -0.69 2.83
H -2.05 -1.26 1.50
H -3.93 -0.12 2.38
H -2.98 0.58 3.60
H -1.97 2.95 0.84
H -2.56 2.32 2.35
H -4.94 2.71 2.03
H -4.01 3.79 0.97
H -6.22 1.91 -0.01
H -5.26 2.99 -1.00
H -7.21 4.32 -0.49
H -7.23 3.85 1.21
H -5.95 4.91 0.61
C 5.10 2.06 -2.27
C 5.29 0.73 -1.56
O 5.23 0.90 -0.15
H 5.86 2.77 -1.96
H 5.15 1.94 -3.36
H 4.13 2.50 -2.02
H 6.26 0.31 -1.80
H 4.52 0.02 -1.87
H 4.37 1.27 0.07
C 0.39 -2.34 4.29
C 1.08 -3.12 5.39
O 2.23 -3.80 4.89
H 0.09 -3.01 3.47
H -0.50 -1.83 4.67
H 1.06 -1.59 3.86
H 0.41 -3.88 5.80
H 1.39 -2.46 6.20
H 2.83 -3.13 4.54
C 3.40 6.04 -2.96
C 2.18 5.38 -3.58
O 2.03 4.04 -3.11
H 4.30 5.47 -3.19
H 3.52 7.06 -3.33
H 3.31 6.07 -1.87
H 2.28 5.33 -4.67
H 1.27 5.95 -3.35
H 1.92 4.08 -2.15
C 1.65 -6.04 -3.94
C 1.92 -5.16 -2.74
O 1.21 -5.62 -1.59
H 0.58 -6.06 -4.17
H 2.18 -5.68 -4.82
H 1.95 -7.07 -3.74
H 1.59 -4.14 -2.94
H 2.99 -5.14 -2.51
H 1.50 -6.52 -1.41
C 4.97 11.42 -2.95
C 4.56 10.05 -2.46
O 4.35 9.16 -3.56
H 4.20 11.84 -3.60
H 5.12 12.11 -2.11
H 5.89 11.37 -3.52
H 3.62 10.10 -1.90
H 5.33 9.62 -1.81
H 5.17 9.10 -4.05
C -2.24 -8.06 -3.02
C -2.31 -6.54 -3.08
O -2.13 -5.97 -1.79
H -3.00 -8.45 -2.35
H -2.39 -8.50 -4.01
H -1.27 -8.39 -2.63
H -3.28 -6.22 -3.45
H -1.53 -6.15 -3.75
H -1.26 -6.24 -1.46
*
```

Summary:
- SMILES string: C=CC(=O)OCCCCCC[C@]1(C[C@@H](C)OCc2ccccc2)[C@@H](C)OS(=O)(=O)[C@@H](C)[C@@]1(CN)COCCC.CCO.CCO.CCO.CCO.CCO.CCO
- Orbital gap: 0.3385 hartree
- HOMO: -8.74 eV
- Electronic energy: -83871.572 eV

These are the Mulliken partial charges, in e, on atoms 1 to 5: atom 1 (C): -0.999, atom 2 (C): 0.173, atom 3 (C): 0.644, atom 4 (O): -0.610, atom 5 (O): -0.361